Here is C3H3ClN2S as an isolated structure from OMol25. Energies are from ωB97M-V/def2-TZVPD.

Computed properties:
M	134.591	g mol⁻¹
ΔE to the lowest compared entry with this formula, charge and spin	323.9	kJ/mol
HOMO-LUMO gap	5.95	eV
maximum force	0.06917	Eh/bohr
2S+1	1

XYZ file:
```
10
C3H3ClN2S (ωB97M-V/def2-TZVPD)
C -1.5789 0.3564 -0.5190
C -0.2694 0.6810 -0.6126
C -0.5671 -0.6308 1.0685
N -1.7600 -0.4461 0.5124
N 0.3784 0.0030 0.3758
S 2.6698 -0.3924 0.7634
Cl 3.4231 -0.5634 -1.0329
H -2.2079 0.9654 -1.0457
H 0.1543 1.3866 -1.2681
H -0.2424 -1.3597 1.7582
```